Formula: C5H9N4S
Source: OMol25
Level of theory: wB97M-V/def2-TZVPD

Structure (XYZ):
```
19
Properties=species:S:1:pos:R:3:forces:R:3
C 1.9997 -0.7947 -0.5206 1.567 -0.521 1.528
C 1.2599 0.2608 -0.4781 -1.433 1.396 -0.245
C -1.1289 -0.4110 -0.1000 0.952 0.669 1.558
C 0.6376 1.0121 -1.6066 1.513 1.036 -0.890
C 1.5053 0.6743 1.9538 0.156 1.683 -1.326
N -0.6114 0.3231 0.9319 -2.654 -0.845 -1.677
N 0.7199 0.7060 0.7830 -1.235 -1.222 -1.527
N -3.1141 -1.4969 -0.8754 -1.769 0.382 0.888
N -2.5262 -0.3535 -0.2441 1.254 1.222 2.444
S 3.1302 -1.7385 0.1078 -0.135 -0.237 -0.545
H -0.3334 0.6354 -1.8808 -0.197 0.115 -0.069
H 0.6252 2.0848 -1.3126 -0.371 -0.642 -0.146
H 1.3209 0.9589 -2.4642 -0.171 -0.060 -0.126
H 1.8186 -0.2640 2.2271 0.621 -2.764 1.024
H 2.3775 1.1888 1.5926 0.841 0.589 0.758
H 0.9724 1.1648 2.7434 -0.136 0.375 0.409
H -3.4859 -2.2166 -0.2001 1.203 0.895 -0.605
H -2.2552 -1.7727 -1.2885 0.762 -1.519 -0.789
H -2.9122 0.0390 0.6314 -0.767 -0.551 -0.663
```
Positions in Å, forces in eV/Å.

Properties
Kohn-Sham gap (alpha / beta), eV: 5.607 / 5.605
ΔE to the lowest compared entry with this formula, charge and spin, kcal per mole: 102.3
E_HOMO (alpha / beta), eV: -2.29 / -2.29
Total energy, eV: -22121.26140
Strongest force on any atom, eV/Å: 3.25
Charge: -1